*w*
Formula: C4H9NOS
Source: the OMol25 dataset
Level of theory: ωB97M-V with the def2-TZVPD basis set

Summary:
* total charge: 0
* LUMO: 0.736 eV
* SMILES: C[C@@H](CS)NC=O
* E_HOMO: -0.3376 hartree

Last column: Löwdin charge in e.
Element x y z (Å)
S (-2.624, -0.244, -0.742)  0.735
O (1.663, -1.672, -1.565)  0.028
N (1.372, -0.063, -0.004)  0.033
C (-0.887, 0.204, -0.908)  -0.542
C (-0.052, -0.338, 0.246)  -0.442
C (2.059, -0.666, -1.021)  -0.359
C (-0.409, 0.296, 1.594)  -0.067
H (-0.502, -0.155, -1.854)  0.071
H (-1.163, -0.287, 2.118)  0.075
H (-0.718, 1.336, 1.478)  0.079
H (-0.148, -1.423, 0.264)  0.137
H (0.484, 0.298, 2.220)  0.077
H (2.998, -0.136, -1.238)  0.129
H (-2.972, 0.728, 0.108)  -0.145
H (-0.783, 1.257, -0.935)  0.064
H (1.683, 0.864, 0.242)  0.128

=====

*x*
Formula: C4H9NOS
Source: the OMol25 dataset
Level of theory: ωB97M-V with the def2-TZVPD basis set

Summary:
* total charge: 0
* LUMO (spin up / spin down): 0.636 / 0.636 eV
* E_HOMO (spin up / spin down): -0.2651 / -0.2651 hartree

Last column: Löwdin charge in e.
Element x y z (Å)
S (-0.053, -1.188, 0.287)  0.969
O (2.561, -0.478, -0.028)  -0.225
N (0.487, -0.376, -0.975)  -0.456
C (-2.086, -1.030, 0.994)  -0.186
C (0.783, 0.026, 1.457)  -0.273
C (-0.206, -0.237, -2.277)  -0.195
C (2.047, 0.307, 1.189)  -0.172
H (3.180, 0.098, -0.688)  0.160
H (2.778, 1.155, 1.461)  0.132
H (0.178, 0.696, 2.092)  0.080
H (-2.334, -1.257, -0.087)  0.005
H (-0.302, 0.852, -2.462)  0.067
H (-1.214, -0.591, -2.331)  0.040
H (0.388, -0.569, -3.087)  0.044
H (-2.574, -0.199, 1.454)  -0.006
H (-2.189, -1.813, 1.768)  0.016

=====

Of them, the most stable is *w* and the least stable is *x*.

=====

*w*
Formula: C4H9NOS
Source: the OMol25 dataset
Level of theory: ωB97M-V with the def2-TZVPD basis set

Summary:
* total charge: 0
* LUMO: 0.561 eV
* SMILES: CC(C)(S)C(N)=O
* E_HOMO: -0.3513 hartree

Last column: Löwdin charge in e.
Element x y z (Å)
S (-0.993, 1.702, -0.611)  0.774
O (2.313, -0.319, -0.518)  0.064
N (1.515, 1.341, 0.905)  0.125
C (-0.397, -0.592, 1.391)  0.039
C (1.418, 0.413, -0.110)  -0.611
C (0.010, 0.128, -0.312)  -0.601
C (-0.215, -1.118, -1.264)  -0.089
H (0.447, -1.993, -1.084)  0.093
H (-0.093, 0.119, 2.173)  0.058
H (0.087, -1.491, 1.477)  0.033
H (-2.092, 1.470, 0.123)  -0.142
H (-1.187, -1.504, -1.043)  0.054
H (2.314, 1.846, 0.905)  0.069
H (-1.486, -0.554, 1.370)  0.050
H (-0.185, -0.842, -2.312)  0.072
H (0.617, 1.744, 1.030)  0.013

=====

*x*
Formula: C4H9NOS
Source: the OMol25 dataset
Level of theory: ωB97M-V with the def2-TZVPD basis set

Summary:
* total charge: 0
* LUMO: 0.737 eV
* SMILES: CNC(=O)CCS
* E_HOMO: -0.3279 hartree

Last column: Löwdin charge in e.
Element x y z (Å)
S (0.054, 0.222, -3.095)  0.697
O (1.687, 1.093, 0.902)  -0.005
N (0.173, -0.488, 1.822)  -0.001
C (0.553, 0.819, -1.489)  -0.610
C (-1.203, -0.762, 1.762)  -0.103
C (0.066, -0.202, -0.434)  -0.227
C (0.753, 0.176, 0.802)  -0.419
H (-1.912, 0.002, 1.898)  0.076
H (0.460, -1.065, -0.989)  0.117
H (-1.340, -1.471, 0.919)  0.096
H (-0.999, -0.060, -0.530)  0.106
H (-1.312, -1.436, 2.707)  0.128
H (0.092, 1.805, -1.275)  0.090
H (1.679, 0.867, -1.638)  0.092
H (0.552, 1.135, -3.955)  -0.141
H (0.698, -0.635, 2.593)  0.102

=====

*y*
Formula: C4H9NOS
Source: the OMol25 dataset
Level of theory: ωB97M-V with the def2-TZVPD basis set

Summary:
* total charge: 0
* LUMO (spin up / spin down): 0.342 / -0.216 eV
* E_HOMO (spin up / spin down): -0.2826 / -0.2740 hartree

Last column: Löwdin charge in e.
Element x y z (Å)
S (0.186, 2.006, 1.310)  0.851
O (1.516, 1.169, 0.948)  -0.488
N (-0.704, 2.042, -0.007)  -0.313
C (-0.152, -0.433, -0.092)  -0.312
C (-0.662, -0.946, 1.197)  -0.071
C (-0.652, -0.606, -1.491)  -0.066
C (1.296, 0.021, 0.045)  -0.219
H (-0.662, -0.006, 1.767)  0.011
H (1.862, 0.017, -0.890)  0.125
H (1.797, -0.721, 0.670)  0.113
H (0.216, -1.404, 1.714)  0.104
H (-0.190, 2.293, -0.809)  -0.028
H (-1.693, -0.690, -1.659)  0.072
H (-1.650, -1.386, 1.211)  0.090
H (-0.316, -1.544, -1.951)  0.092
H (-0.191, 0.186, -1.963)  0.040

=====

Of them, the most stable is *w* and the least stable is *y*.

=====

*w*
Formula: C5H6O4
Source: the OMol25 dataset
Level of theory: ωB97M-V with the def2-TZVPD basis set

Summary:
* total charge: 0
* LUMO: 0.098 eV
* E_HOMO: -0.3199 hartree

Last column: Löwdin charge in e.
Element x y z (Å)
O (0.713, -1.039, 1.428)  0.048
O (-2.320, 1.124, 2.051)  0.113
O (0.347, 0.799, -0.160)  -0.022
O (-0.739, 0.168, 3.352)  0.101
C (-1.296, 0.401, 2.330)  -0.382
C (-0.075, -1.148, -0.850)  0.067
C (-0.141, -0.440, 0.575)  -0.199
C (1.228, 0.313, -2.558)  -0.022
C (0.479, -0.029, -1.309)  -0.342
H (0.726, -0.437, -3.261)  0.106
H (-0.361, -2.114, -1.199)  0.093
H (-2.933, 1.375, 2.820)  0.173
H (2.302, 0.074, -2.438)  0.086
H (0.890, -0.460, 2.139)  0.066
H (1.181, 1.414, -2.922)  0.114

=====

*x*
Formula: C5H6O4
Source: the OMol25 dataset
Level of theory: ωB97M-V with the def2-TZVPD basis set

Summary:
* total charge: 0
* LUMO: 0.491 eV
* SMILES: O=CC[C@H]1COC(=O)O1
* E_HOMO: -0.3716 hartree

Last column: Löwdin charge in e.
Element x y z (Å)
O (-0.143, -1.838, -2.343)  0.220
O (1.587, -0.647, -1.410)  0.021
O (-0.414, 0.293, -1.586)  0.060
O (-2.155, -1.064, 1.857)  0.053
C (-1.068, -0.706, 1.495)  -0.236
C (1.503, 0.127, -0.176)  -0.061
C (0.297, -0.884, -1.847)  -0.522
C (-0.975, 0.685, 0.794)  -0.066
C (0.090, 0.794, -0.351)  -0.278
H (0.286, 1.890, -0.400)  0.149
H (-1.969, 0.884, 0.321)  0.136
H (1.689, -0.526, 0.704)  0.127
H (-0.839, 1.478, 1.574)  0.133
H (2.306, 0.883, -0.356)  0.138
H (-0.193, -1.369, 1.725)  0.127

=====

Of them, the most stable is *x* and the least stable is *w*.

=====

*w*
Formula: C5H6O4
Source: the OMol25 dataset
Level of theory: ωB97M-V with the def2-TZVPD basis set

Summary:
* total charge: 0
* LUMO: 0.232 eV
* SMILES: C[C@@H](C=O)C(=O)C(=O)O
* E_HOMO: -0.3724 hartree

Last column: Löwdin charge in e.
Element x y z (Å)
O (1.397, -1.127, -0.926)  0.078
O (-1.624, -2.004, 0.040)  0.118
O (-0.584, 0.585, 1.977)  0.149
O (-0.126, -2.236, 1.710)  0.141
C (0.524, -0.360, -1.315)  -0.199
C (0.637, 1.901, -0.289)  -0.038
C (-0.204, 0.640, -0.429)  -0.269
C (-0.799, -1.532, 0.796)  -0.452
C (-0.522, 0.025, 0.899)  -0.250
H (-1.161, 0.860, -0.917)  0.162
H (0.891, 2.309, -1.273)  0.088
H (0.109, 2.667, 0.287)  0.091
H (1.577, 1.687, 0.234)  0.101
H (0.300, -0.251, -2.391)  0.136
H (-0.416, -3.164, 1.600)  0.145

=====

*x*
Formula: C5H6O4
Source: the OMol25 dataset
Level of theory: ωB97M-V with the def2-TZVPD basis set

Summary:
* total charge: 0
* LUMO: 0.630 eV
* E_HOMO: -0.3506 hartree

Last column: Löwdin charge in e.
Element x y z (Å)
O (-1.848, 1.550, 0.279)  0.210
O (0.555, 3.115, 1.734)  0.013
O (-1.921, 2.664, -1.712)  0.218
O (1.147, 0.348, -0.656)  0.048
C (1.152, 3.747, 1.016)  0.006
C (0.712, -0.729, -0.320)  -0.447
C (-0.401, -1.637, -1.080)  0.007
C (1.019, -1.354, 1.035)  -0.022
C (-1.912, 2.120, -0.701)  -0.453
H (-1.262, -1.107, -0.684)  0.070
H (0.985, -0.592, 1.828)  0.097
H (-0.184, -2.556, -0.620)  0.035
H (1.996, -1.796, 0.853)  0.097
H (-0.404, -1.636, -2.185)  0.085
H (0.367, -2.136, 1.213)  0.036

=====

Of them, the most stable is *x* and the least stable is *w*.

=====

*w*
Formula: C8H12NO2
Source: the OMol25 dataset
Level of theory: ωB97M-V with the def2-TZVPD basis set

Summary:
* total charge: +1
* LUMO: -3.806 eV
* SMILES: C[NH2+][C@@]12C=CC=C(COO1)C2
* E_HOMO: -0.4646 hartree

Last column: Löwdin charge in e.
Element x y z (Å)
O (0.452, 0.378, 1.205)  -0.031
O (0.683, 1.787, 1.217)  -0.069
N (1.385, -0.815, -0.681)  0.086
C (-2.376, 0.867, 0.591)  -0.012
C (-0.499, 1.271, -0.905)  0.009
C (-2.350, -0.512, 0.060)  -0.006
C (-1.407, 1.687, 0.235)  -0.176
C (-0.450, 2.561, 1.071)  -0.146
C (0.175, -0.127, -0.127)  -0.311
C (-1.115, -0.958, -0.293)  -0.002
C (1.767, -1.831, 0.268)  -0.037
H (1.413, -2.882, 0.344)  0.128
H (-3.220, -1.112, -0.127)  0.118
H (-0.863, 1.040, -1.889)  0.124
H (2.142, -0.151, -0.754)  0.186
H (1.129, -0.998, -1.715)  0.243
H (-2.958, 0.973, 1.488)  0.127
H (-0.804, 2.906, 2.098)  0.153
H (1.695, -1.402, 1.309)  0.131
H (2.875, -1.988, 0.340)  0.124
H (-0.924, -2.011, -0.430)  0.109
H (0.184, 2.069, -0.994)  0.090
H (-0.198, 3.525, 0.513)  0.160

=====

*x*
Formula: C8H12NO2
Source: the OMol25 dataset
Level of theory: ωB97M-V with the def2-TZVPD basis set

Summary:
* total charge: +1
* LUMO: -4.536 eV
* SMILES: CCC(O)(O)[n+]1ccccc1
* E_HOMO: -0.5357 hartree

Last column: Löwdin charge in e.
Element x y z (Å)
O (1.244, 1.796, -0.130)  0.029
O (-0.691, 1.901, 1.289)  -0.031
N (0.255, -0.074, 0.619)  -0.003
C (-0.648, -2.026, 1.622)  0.017
C (0.513, -2.694, 1.288)  -0.015
C (0.006, 1.191, 0.112)  -0.493
C (1.472, -0.597, 0.496)  0.061
C (-0.478, 0.739, -2.555)  -0.043
C (-1.026, 1.186, -1.087)  -0.091
C (1.594, -1.988, 0.705)  0.026
C (-0.744, -0.646, 1.334)  0.051
H (-1.658, -0.121, 1.458)  0.140
H (-1.712, 0.392, -0.787)  0.099
H (0.300, 1.428, -2.787)  0.047
H (1.092, 2.774, -0.277)  0.175
H (-1.431, 0.856, -3.219)  0.115
H (2.547, -2.542, 0.561)  0.137
H (-1.627, 2.119, -1.135)  0.132
H (2.068, 0.208, 0.098)  0.140
H (-0.166, -0.305, -2.650)  0.067
H (-0.162, 2.723, 1.612)  0.158
H (0.665, -3.820, 1.217)  0.155
H (-1.412, -2.501, 2.217)  0.127

=====

Of them, the most stable is *x* and the least stable is *w*.

=====

*w*
Formula: C5H8
Source: the OMol25 dataset
Level of theory: ωB97M-V with the def2-TZVPD basis set

Summary:
* total charge: 0
* LUMO: 1.218 eV
* SMILES: C1=CCCC1
* E_HOMO: -0.3293 hartree

Last column: Löwdin charge in e.
Element x y z (Å)
C (-0.795, 0.081, -1.082)  -0.120
C (-0.295, -0.354, 1.183)  -0.208
C (0.582, 0.677, -0.913)  -0.182
C (1.009, 0.094, 0.496)  -0.180
C (-1.186, -0.600, -0.005)  -0.120
H (-1.425, 0.236, -1.953)  0.097
H (-0.738, 0.447, 1.799)  0.111
H (-2.047, -1.252, 0.022)  0.094
H (1.575, -0.827, 0.285)  0.106
H (1.285, 0.256, -1.638)  0.095
H (0.574, 1.756, -1.160)  0.104
H (1.649, 0.715, 1.131)  0.100
H (-0.188, -1.229, 1.835)  0.102

=====

*x*
Formula: C5H8
Source: the OMol25 dataset
Level of theory: ωB97M-V with the def2-TZVPD basis set

Summary:
* total charge: 0
* LUMO: 1.330 eV
* SMILES: C1C[C@H]2C[C@@H]12
* E_HOMO: -0.3261 hartree

Last column: Löwdin charge in e.
Element x y z (Å)
C (0.902, 0.290, -0.862)  -0.146
C (1.057, -0.441, 0.482)  -0.145
C (-0.441, 0.730, -0.326)  -0.248
C (-1.397, -0.378, -0.084)  -0.129
C (-0.424, -0.145, 0.984)  -0.169
H (-0.697, 0.253, 1.944)  0.114
H (-0.776, 1.739, -0.375)  0.115
H (1.597, 1.113, -0.999)  0.101
H (0.903, -0.329, -1.761)  0.104
H (1.819, 0.009, 1.112)  0.103
H (1.191, -1.514, 0.446)  0.089
H (-2.402, -0.054, 0.131)  0.105
H (-1.333, -1.273, -0.691)  0.107

=====

Of them, the most stable is *w* and the least stable is *x*.